Entry 1:
A cluster of 2 separate species, C4H11N3O2 in total at a distorted geometry. Source: the Open Molecules 2025 dataset; level of theory: ωB97M-V/def2-TZVPD.

The highest occupied orbital energy comes out at -8.754 eV. Its orbital gap is 9.4 eV. The value obtained for the energy above the lowest of the compared OMol25 structures with the same formula, charge and spin is 28.3 kcal per mole. Its SMILES is CN=C(N)N.CC(=O)O. The total charge is 0. As for the spin multiplicity: 1.

Last column: natural (NBO) charge in e.
Cartesian coordinates (Å):
C (1.135, 2.370, -0.291)  -0.465
N (1.650, 1.135, 0.278)  -0.561
C (1.086, 0.468, 1.190)  0.585
N (1.658, -0.773, 1.547)  -0.869
N (-0.006, 0.804, 1.967)  -0.863
H (0.084, 2.332, -0.639)  0.180
H (1.536, 2.280, -1.303)  0.216
H (1.288, 3.271, 0.297)  0.194
H (2.562, -0.721, 1.087)  0.388
H (1.251, -1.653, 1.258)  0.400
H (-0.316, 1.753, 2.040)  0.397
H (-0.128, 0.167, 2.725)  0.402
C (-1.115, -1.111, -2.552)  -0.737
C (-1.237, -1.056, -1.070)  0.798
O (-0.867, -1.958, -0.353)  -0.616
O (-1.937, -0.016, -0.619)  -0.688
H (-2.040, -0.769, -3.019)  0.248
H (-0.612, -1.997, -2.898)  0.247
H (-0.537, -0.236, -2.883)  0.243
H (-2.032, 0.016, 0.304)  0.502

---

Entry 2:
A structure of composition C2H2AlFLiO2 at a distorted geometry. Source: the Open Molecules 2025 dataset; level of theory: ωB97M-V/def2-TZVPD.

The highest occupied orbital energy (spin up / spin down) comes out at -13.138 / -13.127 eV. Its orbital gap (spin up / spin down) is 7.3 / 7.2 eV. The value obtained for the energy above the lowest of the compared OMol25 structures with the same formula, charge and spin is 139.7 kcal per mole. The total charge is +1. As for the spin multiplicity: 1.

Last column: natural (NBO) charge in e.
Cartesian coordinates (Å):
F (-1.411, -0.321, 1.059)  -0.364
C (-0.438, 0.029, 0.106)  -0.338
C (-0.109, 1.346, 0.149)  -0.382
H (0.101, 1.866, -0.789)  0.216
H (-0.376, 1.978, 1.006)  0.243
O (0.860, -0.681, 2.311)  0.017
O (2.109, -1.287, 1.694)  -0.013
Li (-0.465, -1.875, -4.120)  0.883
Al (-0.271, -1.055, -1.416)  0.738

---

Entry 3:
A structure of composition BrH2OP at a distorted geometry. Source: the Open Molecules 2025 dataset; level of theory: ωB97M-V/def2-TZVPD.

The highest occupied orbital energy comes out at -10.018 eV. Its orbital gap is 9.4 eV. The value obtained for the energy above the lowest of the compared OMol25 structures with the same formula, charge and spin is 44.6 kcal per mole. The total charge is 0. As for the spin multiplicity: 1.

Last column: natural (NBO) charge in e.
Cartesian coordinates (Å):
O (-0.899, 0.404, -1.003)  -0.917
P (0.633, 0.495, 0.544)  0.674
Br (2.118, -0.746, -0.361)  -0.146
H (-1.621, 0.232, -0.521)  0.435
H (-0.233, -0.384, 1.340)  -0.047